Record 1
The following is a quantum chemistry calculation of a 2-piece molecular cluster, C3H10NOS overall, from OMol25.

Properties
ΔE to the lowest compared entry with this formula, charge and spin	1.399	eV
multiplicity	1
LUMO energy	4.1378	eV
charge	-1
max |F|	4.13	eV/Å
HOMO level	-3.15	eV
gap between HOMO and LUMO	0.268	Eh

Each line ends with the natural charge from an NBO analysis.
Positions of all 16 atoms, in Å:
C1 1.015 -1.770 -0.412  -0.62
C2 1.104 -0.354 -1.183  -0.06
C3 -0.138 0.439 -0.875  -0.54
S1 -0.366 0.976 0.838  -0.61
N1 2.317 0.159 -0.709  -0.87
H1 0.140 -2.108 -1.044  0.18
H2 0.677 -1.503 0.540  0.23
H3 1.904 -2.503 -0.445  0.20
H4 0.992 -0.611 -2.148  0.16
H5 -0.200 1.286 -1.634  0.18
H6 -1.040 -0.134 -1.091  0.19
H7 2.595 1.093 -0.962  0.34
H8 1.939 0.468 0.202  0.38
H9 -2.033 0.070 1.049  0.46
H10 -3.204 -1.013 0.886  0.44
O1 -3.001 -0.208 1.379  -1.03

***

Record 2
The following is a quantum chemistry calculation of a 2-piece molecular cluster, C2H2BrCl3 overall, from OMol25.

Properties
ΔE to the lowest compared entry with this formula, charge and spin	3.763	eV
multiplicity	1
LUMO energy (alpha / beta)	-0.5663 / -0.8301	eV
max |F|	2.27	eV/Å
HOMO level (alpha / beta)	-9.02 / -8.20	eV
gap between HOMO and LUMO (alpha / beta)	0.311 / 0.271	Eh

Each line ends with the natural charge from an NBO analysis.
Positions of all 8 atoms, in Å:
C1 -2.160 -0.196 -0.716  -0.22
C2 1.776 0.051 0.700  -0.39
Cl1 -2.175 -0.440 -2.414  0.03
Cl2 -0.646 -0.455 0.177  0.01
Cl3 2.374 -1.395 1.439  0.04
Br1 1.683 1.567 1.713  0.14
H1 -2.574 0.745 -0.554  0.17
H2 1.723 0.123 -0.345  0.21

***

Record 3
The following is a quantum chemistry calculation of C23H47Cl4CuN6O7 as an isolated structure, from OMol25.

Properties
multiplicity	3
LUMO energy (alpha / beta)	-0.1045 / -0.8252	eV
max |F|	5.57	eV/Å
HOMO level (alpha / beta)	-5.28 / -8.32	eV
gap between HOMO and LUMO (alpha / beta)	0.190 / 0.275	Eh

Each line ends with the Mulliken spin population.
Positions of all 88 atoms, in Å:
C1 -6.208 8.673 11.171  0.00
C2 -5.682 7.246 11.177  0.00
N1 -6.797 6.284 11.288  0.00
C3 -7.528 6.159 12.438  0.00
C4 -8.469 5.191 12.217  0.00
N2 -8.345 4.727 10.917  0.00
C5 -7.222 5.384 10.400  0.00
C6 -8.984 3.535 10.355  0.00
H1 -6.839 8.894 10.309  0.00
H2 -5.355 9.329 10.999  0.00
H3 -6.738 9.025 12.056  0.00
H4 -4.969 7.080 11.985  0.00
H5 -5.061 7.113 10.291  0.00
H6 -7.394 6.860 13.248  0.00
H7 -9.306 4.765 12.750  0.00
H8 -6.687 5.052 9.522  0.00
H9 -9.880 3.798 9.792  0.00
H10 -9.024 2.730 11.088  0.00
H11 -8.296 3.195 9.581  0.00
Cu1 -4.899 1.088 7.982  2.06
C7 -4.468 3.633 8.722  0.28
O1 -4.316 4.778 9.151  0.00
O2 -3.604 2.789 8.431  -0.34
O3 -5.592 3.127 8.563  0.11
Cl1 -0.499 5.865 6.532  0.00
C8 -1.607 4.533 6.766  -0.01
C9 -2.358 4.275 5.430  -0.02
Cl2 -1.286 3.826 4.035  0.00
H12 -2.261 4.826 7.587  0.00
H13 -1.029 3.649 7.039  0.00
H14 -3.096 5.012 5.113  0.00
H15 -2.946 3.401 5.710  0.03
Cl3 -3.206 1.519 12.865  0.00
C10 -3.196 3.110 12.135  0.00
C11 -4.275 4.021 12.859  0.00
Cl4 -3.764 4.344 14.568  0.00
H16 -3.428 3.010 11.074  0.00
H17 -2.163 3.438 12.255  0.00
H18 -5.308 3.672 12.842  0.00
H19 -4.291 5.037 12.466  0.00
C12 -0.033 2.187 9.844  -0.01
O4 0.135 0.976 9.896  0.00
N3 0.959 3.005 10.156  0.00
C13 0.956 4.415 9.846  0.00
C14 2.309 2.455 10.495  0.00
H20 -0.950 2.729 9.562  0.00
H21 1.764 4.605 9.139  0.00
H22 1.142 5.106 10.669  0.00
H23 -0.042 4.699 9.515  0.00
H24 2.410 1.391 10.706  0.00
H25 3.055 2.712 9.743  0.00
H26 2.726 3.047 11.309  0.00
C15 -1.796 6.489 10.606  0.00
O5 -1.613 6.143 11.764  0.00
N4 -1.945 7.773 10.193  0.00
C16 -2.019 8.116 8.777  0.00
C17 -1.847 8.923 11.169  0.00
H27 -1.719 5.854 9.710  0.00
H28 -2.892 8.754 8.922  0.00
H29 -2.354 7.286 8.154  0.00
H30 -1.045 8.531 8.519  0.00
H31 -2.749 9.525 11.064  0.00
H32 -1.852 8.606 12.211  0.00
H33 -1.007 9.583 10.949  0.00
C18 -7.274 -0.022 10.248  0.01
O6 -6.485 0.556 9.527  -0.11
N5 -7.474 0.359 11.470  -0.01
C19 -8.268 -0.422 12.337  0.00
C20 -6.839 1.517 12.112  0.01
H34 -7.895 -0.898 10.008  0.00
H35 -8.803 -1.195 11.785  0.00
H36 -9.052 0.145 12.839  0.00
H37 -7.673 -0.841 13.149  0.00
H38 -6.216 1.170 12.935  0.00
H39 -6.386 2.184 11.378  0.00
H40 -7.632 2.083 12.601  0.00
C21 -5.987 7.120 7.150  0.00
O7 -6.065 8.314 7.509  0.00
N6 -6.456 6.674 5.972  0.00
C22 -6.204 5.348 5.465  -0.02
C23 -7.273 7.445 5.017  0.00
H41 -5.369 6.358 7.651  0.00
H42 -5.999 4.616 6.246  0.03
H43 -5.399 5.324 4.731  0.00
H44 -7.091 4.851 5.072  0.00
H45 -7.339 8.491 5.317  0.00
H46 -6.795 7.399 4.038  0.00
H47 -8.213 6.933 4.811  0.00